Entry 1:
15
Properties=species:S:1:pos:R:3 method="wB97M-V/def2-TZVPD" de_lowest_ev=2.992 e_homo_ev=-9.56 energy_ev=-9303.4009 smiles="C[C@@]1(C(N)=O)CN1"
O -1.91 -0.12 1.44
N 0.57 -0.33 -1.45
N -0.64 -1.95 0.70
C -0.61 0.51 -1.42
C -1.05 -0.68 0.82
C -0.01 0.16 -0.13
C 0.82 1.15 0.64
H 1.21 1.94 -0.02
H -1.52 0.00 -1.72
H 1.68 0.69 1.16
H -1.08 -2.74 1.18
H 0.17 1.61 1.39
H 0.20 -1.57 0.16
H 1.39 0.24 -1.69
H -0.54 1.56 -1.70



Entry 2:
105
Properties=species:S:1:pos:R:3 method="wB97M-V/def2-TZVPD" de_lowest_ev=0.000 e_homo_ev=-9.38 energy_ev=-106609.5607 smiles="O=C1OC(=O)C(CP(=O)(O)O)=C1C[C@H]1CO1.O=C1OCCO1.O=C1OCCO1.O=C1OCCO1.O=C1OCCO1.O=C1OCCO1.O=C1OCCO1.O=C1OCCO1.O=C1OCCO1"
P -0.86 -5.58 1.12
O 0.43 -6.23 4.89
O 4.48 -1.40 -0.88
O -3.40 -0.31 1.10
O 6.32 -0.29 -0.22
O 0.40 -6.55 1.23
O -1.46 -0.74 0.01
O -9.24 -1.31 -3.32
O -5.53 2.16 -0.90
O -1.85 -5.97 2.13
O 10.62 -0.58 1.08
O 12.46 0.52 1.76
O -1.39 -5.73 -0.37
O 1.99 -5.41 3.50
O 0.18 -1.97 -0.91
O 4.27 0.52 0.21
O -3.60 3.37 -4.72
O -0.53 4.89 -7.44
O -3.86 -4.33 0.86
O -7.30 -0.57 -4.19
O -3.16 2.75 -2.61
O 8.46 2.72 4.95
O 1.36 5.99 -6.89
O -3.04 1.25 -4.24
O 2.03 -7.57 4.13
O 10.41 1.35 2.17
O 7.92 4.87 4.78
O 6.31 3.34 5.15
O -7.19 3.64 -0.54
O -0.66 6.80 -6.29
O -5.09 4.20 -0.07
O -8.75 0.89 -3.33
C 7.45 3.61 4.98
C -5.90 3.23 -0.54
C -0.65 -1.85 -0.06
C -5.85 5.41 0.04
C -7.27 4.88 0.17
C -1.90 5.01 -7.02
C -6.81 0.73 -4.55
C -4.93 -3.15 0.92
C -2.49 0.60 -3.08
C 2.96 0.20 -0.26
C -7.54 1.62 -3.57
C -2.95 -2.89 2.67
C -1.00 -2.77 1.04
C -2.47 -1.02 0.93
C -3.02 1.47 -1.96
C 11.28 0.43 1.67
C 0.03 -7.55 5.26
C -3.29 2.53 -3.92
C -0.16 -3.94 1.39
C -2.13 -2.30 1.59
C 3.08 -1.28 -0.57
C 9.35 4.83 4.84
C 0.17 5.90 -6.88
C 1.34 -8.32 5.14
C -4.02 -3.82 2.06
C 9.09 1.02 1.68
C 9.65 3.38 4.50
C 1.53 -6.32 4.12
C -8.50 -0.42 -3.58
C -2.01 6.48 -6.68
C 5.14 -0.38 -0.29
C 9.22 -0.45 1.38
H -7.00 1.74 -2.63
H -7.07 0.92 -5.59
H 1.93 -8.29 6.06
H -7.77 2.60 -3.99
H 0.75 -3.86 0.79
H -2.28 7.09 -7.54
H 8.61 -0.76 0.54
H 8.89 1.62 0.79
H -2.57 4.70 -7.82
H -1.40 0.61 -3.15
H 0.16 -3.88 2.43
H -0.73 -7.90 4.56
H -2.34 1.53 -1.12
H 1.21 -9.35 4.82
H 9.67 5.09 5.85
H 2.47 -1.60 -1.40
H -7.55 4.68 1.20
H -5.83 -3.57 1.46
H -2.06 4.37 -6.16
H -2.83 -0.43 -3.02
H -4.54 -4.47 2.77
H -8.02 5.53 -0.29
H -1.06 -5.04 -0.96
H -3.99 1.15 -1.61
H 10.52 2.99 5.00
H 9.78 5.53 4.13
H -3.51 -2.12 3.20
H -2.35 -3.50 3.33
H 2.22 0.43 0.50
H 8.99 -1.08 2.24
H -0.38 -7.56 6.27
H 1.24 -6.10 1.09
H 2.75 0.79 -1.15
H -5.52 5.98 0.90
H -2.69 6.68 -5.86
H 2.87 -1.90 0.30
H -5.70 6.00 -0.86
H 9.75 3.22 3.43
H 8.34 1.25 2.43
H -5.73 0.76 -4.44
H -5.36 -3.40 -0.05



Entry 3:
20
Properties=species:S:1:pos:R:3 method="wB97M-V/def2-TZVPD" de_lowest_ev=0.000 e_homo_ev="-10.85 / -13.48" energy_ev=-27883.6993 s2=2.016 total_charge=+1 multiplicity=3
Cl 3.35 1.74 2.00
O 2.05 -0.27 -2.17
O 3.57 0.59 -3.60
N 0.96 0.24 2.97
N -0.38 -1.24 -1.27
N -1.66 0.40 -2.25
N -0.14 0.77 0.97
C 0.96 0.62 1.60
C -0.88 -0.06 -1.21
C -0.92 0.77 -0.04
C 2.88 0.12 -2.87
C 2.12 0.99 1.02
H 2.13 1.25 -0.09
H 1.85 0.37 3.55
H -0.04 -1.92 -0.62
H -1.75 1.41 -2.19
H 0.11 0.45 3.41
H -1.67 -0.16 -3.07
H -1.68 1.55 0.08
H -0.23 -1.72 -2.11



Entry 4:
107
Properties=species:S:1:pos:R:3 method="wB97M-V/def2-TZVPD" de_lowest_ev=0.004 e_homo_ev="-7.03 / -8.15" energy_ev=-175425.2889 s2=0.805 multiplicity=2
Tl -0.24 -0.39 0.14
I 1.75 6.32 -2.24
As -1.33 -1.30 -4.34
S 4.00 1.35 -2.47
Si 1.96 -3.22 -0.44
F -1.91 -2.76 -3.61
F -1.26 -0.58 -2.73
F -1.41 -1.99 -5.92
F 0.31 -1.86 -4.14
F -2.94 -0.69 -4.48
F -0.69 0.20 -4.97
N -3.62 -1.28 -0.83
N -1.80 2.99 -0.07
N 0.04 -0.89 2.46
N -2.28 0.68 -0.49
N -2.15 -1.82 0.94
N 2.32 0.78 -0.55
N -0.92 -3.10 2.54
N -0.33 1.62 1.26
N 1.44 0.62 -2.72
N -0.41 2.64 -2.64
N 1.05 1.17 3.19
C -6.06 3.21 -1.34
C -3.53 -4.38 -1.29
C 1.02 6.04 1.56
C -4.73 3.37 -0.99
C 1.54 -0.51 5.78
C 0.62 1.93 2.21
C 0.90 -0.84 4.60
C 1.87 4.13 2.80
C -6.61 1.95 -1.56
C -0.56 5.14 -3.83
C 0.38 4.88 -2.85
C -3.31 -5.76 -1.21
C -4.51 0.97 -1.10
C -2.92 -2.14 -0.11
C 6.13 1.59 0.97
C 4.58 1.40 -0.83
C -1.42 4.13 -4.20
C -1.95 -5.50 0.79
C 5.87 1.68 -0.39
C -2.57 1.99 -0.46
C 1.90 5.49 2.50
C -2.95 -3.60 -0.32
C -5.83 0.80 -1.44
C 0.09 5.24 0.89
C 2.43 0.87 -1.86
C -3.97 2.22 -0.88
C 0.67 -0.10 3.36
C -1.68 -2.99 1.48
C -3.43 0.01 -0.80
C 0.54 -2.08 -0.94
C 1.96 -3.90 1.31
C 0.96 3.35 2.13
C 3.84 0.93 1.40
C 0.09 3.89 1.18
C 5.12 1.21 1.85
C 3.59 -2.36 -0.71
C -0.73 2.78 0.69
C -2.53 -6.30 -0.19
C -0.25 -2.08 3.06
C 0.42 3.61 -2.28
C 1.03 -2.75 6.57
C 1.76 -4.64 -1.64
C 0.32 -2.10 4.41
C -1.32 2.90 -3.58
C -2.17 -4.14 0.70
C 1.60 -1.49 6.76
C 0.37 -3.07 5.39
C 3.55 1.05 0.05
H 3.08 0.62 2.10
H 1.75 -4.29 -2.67
H -0.61 6.12 -4.31
H 4.41 -3.07 -0.62
H -1.97 2.07 -3.84
H -1.33 -5.92 1.57
H -2.16 4.28 -4.98
H -4.11 -3.95 -2.09
H 6.64 1.95 -1.09
H 1.10 -3.49 7.36
H -4.30 4.35 -0.80
H 1.17 3.37 -1.53
H -0.37 -2.65 -1.14
H -6.70 4.08 -1.43
H 1.60 0.64 -3.72
H -0.08 -4.04 5.24
H 0.81 -5.17 -1.46
H 2.24 -3.14 2.04
H 3.65 -1.90 -1.70
H -6.24 -0.19 -1.60
H -2.37 -7.37 -0.16
H 2.71 -4.69 1.36
H 2.61 6.13 2.99
H 1.00 -4.32 1.61
H 2.11 -1.28 7.69
H 3.75 -1.58 0.03
H -0.60 5.66 0.17
H 2.57 -5.36 -1.53
H 1.05 7.10 1.36
H -7.65 1.86 -1.82
H 2.54 3.70 3.54
H 5.34 1.11 2.91
H 0.84 -1.66 -1.90
H 7.12 1.81 1.34
H -3.74 -6.41 -1.96
H 1.98 0.47 5.92
H 0.48 0.63 -2.44



Entry 5:
67
Properties=species:S:1:pos:R:3 method="wB97M-V/def2-TZVPD" de_lowest_ev=0.775 e_homo_ev="-7.49 / -7.86" energy_ev=-89773.5802 s2=6.015 multiplicity=5
Fe 1.02 -0.09 1.04
P 2.54 -0.73 -1.02
Si -1.16 -1.06 0.46
O 2.45 -0.23 2.41
O 4.34 0.73 3.15
N 1.93 1.87 0.91
C -3.16 1.54 2.91
C -2.28 -2.90 -3.15
C -0.57 -4.76 2.45
C -1.82 -4.98 2.97
C -2.73 -3.12 1.81
C -1.50 -1.43 -1.38
C -0.40 -3.63 1.63
C 4.05 2.89 1.36
C -0.07 4.09 -1.24
C -1.80 -2.73 -1.90
C 2.01 5.21 -0.67
C 3.09 1.88 1.56
C -1.76 -0.35 -2.24
C -2.52 0.10 1.05
C 2.14 -2.19 -2.12
C 4.27 -0.90 -0.45
C 0.36 2.97 -0.52
C -1.46 -2.76 1.32
C 2.50 4.09 0.01
C -4.66 1.26 0.99
C 3.74 3.98 0.64
C 1.62 2.96 0.14
C -2.31 0.61 2.36
C 0.79 5.21 -1.29
C -3.73 0.40 0.43
C -4.35 1.91 2.22
C -2.51 -1.78 -3.97
C 3.35 0.68 2.46
C 2.68 0.74 -2.10
C -2.24 -0.52 -3.56
C -2.91 -4.18 2.63
H -1.37 0.36 2.89
H 3.21 0.59 -3.05
H -1.53 0.70 -1.91
H -1.68 -3.58 -1.22
H 4.98 2.74 1.85
H -2.92 -1.91 -4.93
H -2.50 0.29 -4.19
H -0.27 2.10 -0.32
H 4.14 -1.52 0.43
H -3.85 -4.38 3.09
H -5.00 2.62 2.59
H 2.39 -3.17 -1.59
H 2.60 6.17 -0.76
H -5.54 1.50 0.36
H 2.75 -2.24 -3.04
H 0.53 6.17 -1.75
H 1.67 1.08 -2.33
H -2.46 -3.93 -3.54
H 4.63 0.08 -0.06
H 1.06 -2.28 -2.34
H -3.57 -2.44 1.54
H -1.10 4.06 -1.68
H 3.13 1.53 -1.51
H 0.60 -3.45 1.22
H 4.95 -1.35 -1.17
H -3.80 0.00 -0.57
H 0.27 -5.41 2.63
H -2.81 1.93 3.86
H -1.98 -5.81 3.68
H 4.50 4.78 0.51



Entry 6:
75
Properties=species:S:1:pos:R:3 method="wB97M-V/def2-TZVPD" de_lowest_ev=0.408 e_homo_ev=-7.07 energy_ev=-60678.9737
I -3.87 7.59 -4.17
Pd -0.32 0.90 0.22
F -1.30 -1.67 -0.19
O 3.87 5.38 -2.26
O -2.28 1.77 -0.49
O 5.79 1.89 -1.62
O -0.34 2.08 -1.49
N 1.60 0.28 -0.15
N 3.97 3.11 -2.15
N -0.55 -0.02 1.96
C 1.86 0.57 4.73
C -3.95 5.09 -2.45
C -3.44 3.96 -1.84
C 3.67 0.95 -1.14
C 0.09 0.57 3.08
C -3.10 5.88 -3.23
C -2.86 1.63 2.77
C 1.95 -1.00 -0.30
C -0.43 1.75 3.66
C -1.77 5.55 -3.39
C -2.46 -2.74 3.59
C 1.89 -1.27 3.05
C -2.44 -3.13 1.24
C 2.44 1.24 -0.56
C -1.56 2.41 -1.32
C -2.10 3.62 -2.00
C 4.69 4.28 -2.58
C 4.05 -0.39 -1.25
C -1.66 2.49 3.17
C -1.30 3.53 2.10
C -1.70 -1.60 3.42
C 1.37 1.73 5.29
C 0.24 2.31 4.75
C -1.27 -1.17 2.14
C 3.34 -1.01 2.64
C -1.27 4.41 -2.78
C -1.68 -2.00 1.08
C 1.25 -0.02 3.63
C 4.58 2.02 -1.64
C -2.84 -3.52 2.51
C 3.17 -1.37 -0.84
C 1.82 -2.45 4.02
H -0.23 4.14 -2.90
H -0.62 4.28 2.50
H 4.28 6.19 -2.58
H 3.42 -0.14 1.98
H 3.76 -1.88 2.13
H 3.41 -2.41 -0.93
H 2.26 -3.34 3.57
H 1.22 -1.73 0.02
H 2.96 3.15 -2.24
H -3.76 2.25 2.79
H -4.99 5.36 -2.33
H -1.42 -1.01 4.28
H -2.71 -3.70 0.36
H -1.99 3.07 4.04
H 1.86 2.19 6.14
H 3.96 -0.81 3.52
H 5.64 4.29 -2.05
H -3.01 0.81 3.46
H 1.32 -1.54 2.16
H -0.80 3.06 1.24
H -1.12 6.17 -3.99
H 2.75 0.11 5.15
H 4.88 4.25 -3.66
H 2.11 2.26 -0.42
H -4.07 3.34 -1.22
H -2.77 1.23 1.77
H -3.45 -4.41 2.65
H 2.37 -2.23 4.94
H 5.01 -0.62 -1.68
H -0.16 3.22 5.18
H -2.20 4.03 1.73
H -2.75 -3.02 4.60
H 0.79 -2.68 4.29



Please write out number 4 again, unchanged.
107
Properties=species:S:1:pos:R:3 method="wB97M-V/def2-TZVPD" de_lowest_ev=0.004 e_homo_ev="-7.03 / -8.15" energy_ev=-175425.2889 s2=0.805 multiplicity=2
Tl -0.24 -0.39 0.14
I 1.75 6.32 -2.24
As -1.33 -1.30 -4.34
S 4.00 1.35 -2.47
Si 1.96 -3.22 -0.44
F -1.91 -2.76 -3.61
F -1.26 -0.58 -2.73
F -1.41 -1.99 -5.92
F 0.31 -1.86 -4.14
F -2.94 -0.69 -4.48
F -0.69 0.20 -4.97
N -3.62 -1.28 -0.83
N -1.80 2.99 -0.07
N 0.04 -0.89 2.46
N -2.28 0.68 -0.49
N -2.15 -1.82 0.94
N 2.32 0.78 -0.55
N -0.92 -3.10 2.54
N -0.33 1.62 1.26
N 1.44 0.62 -2.72
N -0.41 2.64 -2.64
N 1.05 1.17 3.19
C -6.06 3.21 -1.34
C -3.53 -4.38 -1.29
C 1.02 6.04 1.56
C -4.73 3.37 -0.99
C 1.54 -0.51 5.78
C 0.62 1.93 2.21
C 0.90 -0.84 4.60
C 1.87 4.13 2.80
C -6.61 1.95 -1.56
C -0.56 5.14 -3.83
C 0.38 4.88 -2.85
C -3.31 -5.76 -1.21
C -4.51 0.97 -1.10
C -2.92 -2.14 -0.11
C 6.13 1.59 0.97
C 4.58 1.40 -0.83
C -1.42 4.13 -4.20
C -1.95 -5.50 0.79
C 5.87 1.68 -0.39
C -2.57 1.99 -0.46
C 1.90 5.49 2.50
C -2.95 -3.60 -0.32
C -5.83 0.80 -1.44
C 0.09 5.24 0.89
C 2.43 0.87 -1.86
C -3.97 2.22 -0.88
C 0.67 -0.10 3.36
C -1.68 -2.99 1.48
C -3.43 0.01 -0.80
C 0.54 -2.08 -0.94
C 1.96 -3.90 1.31
C 0.96 3.35 2.13
C 3.84 0.93 1.40
C 0.09 3.89 1.18
C 5.12 1.21 1.85
C 3.59 -2.36 -0.71
C -0.73 2.78 0.69
C -2.53 -6.30 -0.19
C -0.25 -2.08 3.06
C 0.42 3.61 -2.28
C 1.03 -2.75 6.57
C 1.76 -4.64 -1.64
C 0.32 -2.10 4.41
C -1.32 2.90 -3.58
C -2.17 -4.14 0.70
C 1.60 -1.49 6.76
C 0.37 -3.07 5.39
C 3.55 1.05 0.05
H 3.08 0.62 2.10
H 1.75 -4.29 -2.67
H -0.61 6.12 -4.31
H 4.41 -3.07 -0.62
H -1.97 2.07 -3.84
H -1.33 -5.92 1.57
H -2.16 4.28 -4.98
H -4.11 -3.95 -2.09
H 6.64 1.95 -1.09
H 1.10 -3.49 7.36
H -4.30 4.35 -0.80
H 1.17 3.37 -1.53
H -0.37 -2.65 -1.14
H -6.70 4.08 -1.43
H 1.60 0.64 -3.72
H -0.08 -4.04 5.24
H 0.81 -5.17 -1.46
H 2.24 -3.14 2.04
H 3.65 -1.90 -1.70
H -6.24 -0.19 -1.60
H -2.37 -7.37 -0.16
H 2.71 -4.69 1.36
H 2.61 6.13 2.99
H 1.00 -4.32 1.61
H 2.11 -1.28 7.69
H 3.75 -1.58 0.03
H -0.60 5.66 0.17
H 2.57 -5.36 -1.53
H 1.05 7.10 1.36
H -7.65 1.86 -1.82
H 2.54 3.70 3.54
H 5.34 1.11 2.91
H 0.84 -1.66 -1.90
H 7.12 1.81 1.34
H -3.74 -6.41 -1.96
H 1.98 0.47 5.92
H 0.48 0.63 -2.44